Run 1
{
  "formula": "C3H6NO3S",
  "method": "wB97M-V/def2-TZVPD",
  "homo_energy_ev": -5.230,
  "total_charge": -1,
  "orbital_gap_ev": 9.09,
  "spin_multiplicity": 1,
  "species": ["C", "C", "C", "N", "O", "O", "O", "S", "H", "H", "H", "H", "H", "H"],
  "xyz": [[0.129, 1.538, -0.222], [0.965, 0.883, -1.013], [1.425, -1.089, 0.085], [1.841, -0.121, -0.603], [-3.560, 0.846, 0.701], [-3.185, -0.347, -1.422], [-1.670, -0.704, 0.483], [-2.992, -0.302, 0.016], [-0.492, 2.340, -0.586], [0.016, 1.270, 0.809], [1.101, 1.162, -2.051], [2.161, -1.818, 0.403], [-3.809, -1.398, 0.492], [0.381, -1.230, 0.361]]
}



Run 2
{
  "formula": "C3H6NO3S",
  "method": "wB97M-V/def2-TZVPD",
  "homo_energy_ev": -4.119,
  "total_charge": -1,
  "orbital_gap_ev": 7.72,
  "spin_multiplicity": 1,
  "species": ["C", "C", "C", "N", "O", "O", "O", "S", "H", "H", "H", "H", "H", "H"],
  "xyz": [[2.731, 0.340, -0.112], [-1.007, 0.154, 0.623], [0.284, -0.370, 0.012], [1.383, 0.540, 0.139], [3.495, 1.254, -0.208], [3.187, -0.904, -0.163], [-0.250, -0.080, -1.823], [0.424, -2.062, 0.269], [-1.161, -0.476, 1.534], [-2.008, 0.233, 0.029], [-0.789, 1.172, 1.002], [0.929, 1.504, 0.124], [-0.307, -0.922, -2.342], [2.354, -1.570, -0.104]]
}



The least stable of them is run 1.



Run 1
{
  "formula": "C18H20N4",
  "method": "wB97M-V/def2-TZVPD",
  "homo_energy_ev": -7.244,
  "smiles": "C(=C\\c1ccccc1)/C=N/N1CCN(c2ccccn2)CC1",
  "orbital_gap_ev": 7.67,
  "spin_multiplicity": 1,
  "species": ["C", "C", "C", "C", "C", "C", "C", "C", "C", "N", "N", "C", "C", "N", "C", "C", "C", "C", "C", "N", "C", "C", "H", "H", "H", "H", "H", "H", "H", "H", "H", "H", "H", "H", "H", "H", "H", "H", "H", "H", "H", "H"],
  "xyz": [[0.555, -1.635, -2.380], [1.278, -2.612, -1.801], [1.481, -3.955, -2.294], [0.922, -4.433, -3.484], [1.149, -5.728, -3.904], [1.939, -6.583, -3.152], [2.501, -6.128, -1.971], [2.276, -4.834, -1.548], [0.389, -0.321, -1.828], [0.935, -0.010, -0.709], [0.856, 1.187, -0.163], [1.335, 1.288, 1.194], [0.193, 1.630, 2.151], [-0.458, 2.849, 1.719], [-1.550, 3.343, 2.367], [-2.019, 2.790, 3.573], [-3.112, 3.367, 4.180], [-3.724, 4.470, 3.595], [-3.192, 4.939, 2.409], [-2.144, 4.403, 1.810], [-0.089, 3.355, 0.418], [-0.057, 2.227, -0.607], [0.047, -1.803, -3.319], [1.763, -2.375, -0.863], [0.304, -3.785, -4.086], [0.707, -6.077, -4.827], [2.113, -7.596, -3.485], [3.119, -6.788, -1.378], [2.718, -4.485, -0.625], [-0.218, 0.376, -2.409], [2.116, 2.053, 1.260], [1.771, 0.324, 1.457], [-0.524, 0.796, 2.165], [0.596, 1.756, 3.164], [-1.540, 1.934, 4.018], [-3.492, 2.959, 5.107], [-4.581, 4.943, 4.047], [-3.620, 5.792, 1.899], [0.891, 3.845, 0.466], [-0.835, 4.101, 0.140], [-1.067, 1.808, -0.725], [0.270, 2.613, -1.580]]
}



Run 2
{
  "formula": "C18H20N4",
  "method": "wB97M-V/def2-TZVPD",
  "homo_energy_ev": -8.094,
  "smiles": "N#Cc1c(NCCN)nc(-c2ccccc2)c2c1CCCC2",
  "orbital_gap_ev": 8.36,
  "spin_multiplicity": 1,
  "species": ["N", "C", "C", "C", "N", "C", "C", "N", "N", "C", "C", "C", "C", "C", "C", "C", "C", "C", "C", "C", "C", "C", "H", "H", "H", "H", "H", "H", "H", "H", "H", "H", "H", "H", "H", "H", "H", "H", "H", "H", "H", "H"],
  "xyz": [[1.085, -0.769, -4.491], [0.872, -0.459, -3.404], [0.592, -0.137, -2.068], [-0.182, -1.028, -1.276], [-0.676, -2.173, -1.808], [-1.302, -3.178, -0.988], [-0.278, -4.114, -0.311], [-0.861, -5.090, 0.585], [-0.493, -0.746, -0.019], [-0.076, 0.387, 0.539], [-0.536, 0.593, 1.925], [-1.174, 1.770, 2.306], [-1.618, 1.932, 3.606], [-1.430, 0.924, 4.537], [-0.813, -0.257, 4.159], [-0.375, -0.425, 2.859], [0.744, 1.293, -0.135], [1.067, 1.026, -1.465], [1.886, 2.049, -2.181], [1.265, 3.432, -1.941], [1.083, 3.742, -0.443], [1.365, 2.524, 0.448], [-0.308, -2.458, -2.703], [-1.873, -2.654, -0.216], [-1.986, -3.759, -1.614], [0.287, -4.654, -1.077], [0.422, -3.503, 0.264], [-1.368, -4.621, 1.328], [-1.517, -5.681, 0.086], [-1.347, 2.547, 1.575], [-2.114, 2.848, 3.892], [-1.773, 1.056, 5.553], [-0.676, -1.049, 4.880], [0.102, -1.344, 2.554], [2.907, 2.036, -1.788], [1.932, 1.835, -3.250], [0.294, 3.454, -2.441], [1.891, 4.190, -2.411], [1.746, 4.554, -0.141], [0.059, 4.077, -0.266], [1.018, 2.707, 1.464], [2.448, 2.367, 0.495]]
}



The least stable of them is run 1.



Run 1
{
  "formula": "C2H5N2Si",
  "method": "wB97M-V/def2-TZVPD",
  "homo_energy_ev": [-12.808, -12.806],
  "total_charge": 1,
  "orbital_gap_ev": [7.24, 7.24],
  "spin_multiplicity": 1,
  "species": ["C", "C", "N", "N", "Si", "H", "H", "H", "H", "H"],
  "xyz": [[-1.498, 1.338, -0.072], [-1.271, -1.036, -0.148], [-1.719, 0.138, -0.067], [0.217, -0.994, -0.018], [1.134, 0.412, -0.118], [-1.927, 2.220, 0.482], [-1.921, -1.982, -0.149], [0.578, -1.924, 0.029], [2.538, 0.270, -0.177], [0.785, 1.871, 0.091]]
}



Run 2
{
  "formula": "C2H5N2Si",
  "method": "wB97M-V/def2-TZVPD",
  "homo_energy_ev": -15.518,
  "total_charge": 1,
  "orbital_gap_ev": 7.96,
  "spin_multiplicity": 1,
  "species": ["C", "C", "N", "N", "Si", "H", "H", "H", "H", "H"],
  "xyz": [[0.855, -0.738, -0.953], [0.916, 1.023, 0.213], [1.607, 0.054, -0.356], [-0.252, 1.316, -0.187], [-0.973, -0.082, -0.796], [1.394, -1.470, -1.587], [1.351, 1.497, 1.046], [-1.056, -0.257, 1.537], [-1.499, -0.591, 1.876], [-2.344, -0.751, -0.792]]
}



The least stable of them is run 2.



Run 1
{
  "formula": "C20H30N2O5S",
  "method": "wB97M-V/def2-TZVPD",
  "homo_energy_ev": -8.658,
  "smiles": "CS[C@@H](C)[C@@H](O)C(=O)NCC1(O)CCN(C(=O)Cc2ccc(CO)cc2)CC1",
  "orbital_gap_ev": 9.23,
  "spin_multiplicity": 1,
  "species": ["C", "S", "C", "C", "C", "O", "C", "O", "N", "C", "C", "O", "C", "C", "N", "C", "O", "C", "C", "C", "C", "C", "C", "O", "C", "C", "C", "C", "H", "H", "H", "H", "H", "H", "H", "H", "H", "H", "H", "H", "H", "H", "H", "H", "H", "H", "H", "H", "H", "H", "H", "H", "H", "H", "H", "H", "H", "H"],
  "xyz": [[0.300, 3.941, -7.378], [-0.042, 2.824, -6.004], [1.615, 2.720, -5.261], [2.032, 4.031, -4.595], [1.711, 1.498, -4.340], [3.045, 1.240, -3.989], [0.884, 1.692, -3.067], [1.383, 2.201, -2.074], [-0.400, 1.298, -3.125], [-1.326, 1.423, -2.026], [-1.541, 0.114, -1.260], [-2.054, -0.784, -2.230], [-0.213, -0.399, -0.689], [0.275, 0.466, 0.477], [-0.772, 0.496, 1.493], [-0.856, -0.392, 2.517], [-1.889, -0.554, 3.146], [0.417, -1.151, 2.884], [0.236, -2.159, 3.992], [-0.622, -3.241, 3.829], [-0.761, -4.182, 4.836], [-0.043, -4.056, 6.020], [-0.228, -5.091, 7.097], [0.669, -4.878, 8.172], [0.812, -2.977, 6.186], [0.950, -2.033, 5.175], [-1.976, 1.162, 1.030], [-2.562, 0.361, -0.141], [-0.594, 4.015, -7.991], [0.555, 4.938, -7.022], [1.113, 3.559, -7.996], [2.300, 2.522, -6.090], [2.986, 3.940, -4.071], [2.151, 4.821, -5.335], [1.287, 4.359, -3.869], [1.348, 0.618, -4.871], [3.375, 2.024, -3.534], [-0.749, 0.863, -3.964], [-0.989, 2.216, -1.363], [-2.283, 1.757, -2.432], [-2.212, -1.637, -1.806], [-0.330, -1.430, -0.339], [0.558, -0.397, -1.463], [1.237, 0.161, 0.879], [0.444, 1.490, 0.138], [0.797, -1.676, 2.001], [1.173, -0.416, 3.168], [-1.196, -3.343, 2.917], [-1.439, -5.016, 4.696], [-1.266, -5.052, 7.448], [-0.064, -6.083, 6.661], [0.477, -5.522, 8.857], [1.372, -2.870, 7.104], [1.620, -1.195, 5.321], [-2.676, 1.299, 1.848], [-1.691, 2.169, 0.714], [-3.424, 0.910, -0.534], [-2.924, -0.592, 0.252]]
}



Run 2
{
  "formula": "C20H30N2O5S",
  "method": "wB97M-V/def2-TZVPD",
  "homo_energy_ev": -8.312,
  "smiles": "CCOC(=O)c1sc(NC(=O)CCN2CCC(C)CC2)c(C(=O)OCC)c1C",
  "orbital_gap_ev": 8.88,
  "spin_multiplicity": 1,
  "species": ["C", "C", "O", "C", "O", "C", "S", "C", "N", "C", "O", "C", "C", "N", "C", "C", "C", "C", "C", "C", "C", "C", "O", "O", "C", "C", "C", "C", "H", "H", "H", "H", "H", "H", "H", "H", "H", "H", "H", "H", "H", "H", "H", "H", "H", "H", "H", "H", "H", "H", "H", "H", "H", "H", "H", "H", "H", "H"],
  "xyz": [[-7.215, -3.423, -0.777], [-6.510, -3.177, 0.549], [-5.331, -2.398, 0.375], [-5.480, -1.063, 0.316], [-6.546, -0.502, 0.432], [-4.186, -0.430, 0.108], [-2.794, -1.480, -0.045], [-1.792, -0.107, -0.244], [-0.449, -0.228, -0.434], [0.169, -1.449, -0.455], [-0.474, -2.470, -0.313], [1.657, -1.376, -0.615], [2.301, -0.977, 0.744], [3.727, -0.810, 0.732], [4.488, -2.015, 0.470], [5.942, -1.795, 0.879], [6.568, -0.605, 0.145], [6.852, -0.913, -1.324], [5.653, 0.611, 0.320], [4.210, 0.298, -0.067], [-2.482, 1.102, -0.193], [-1.755, 2.358, -0.332], [-0.544, 2.416, -0.492], [-2.526, 3.444, -0.278], [-1.877, 4.710, -0.382], [-1.322, 5.162, 0.962], [-3.879, 0.905, 0.011], [-4.879, 2.001, 0.107], [-7.559, -2.479, -1.194], [-8.072, -4.072, -0.621], [-6.534, -3.894, -1.482], [-7.180, -2.657, 1.242], [-6.168, -4.114, 0.993], [0.040, 0.666, -0.538], [1.915, -0.631, -1.368], [2.027, -2.354, -0.920], [1.860, -0.033, 1.080], [2.058, -1.748, 1.480], [4.441, -2.310, -0.591], [4.062, -2.827, 1.065], [6.516, -2.703, 0.684], [5.967, -1.598, 1.952], [7.530, -0.379, 0.622], [7.320, -0.056, -1.803], [7.528, -1.761, -1.406], [5.943, -1.151, -1.868], [6.018, 1.446, -0.280], [5.666, 0.911, 1.369], [4.155, 0.084, -1.148], [3.583, 1.170, 0.136], [-2.650, 5.394, -0.738], [-1.071, 4.640, -1.119], [-0.547, 4.476, 1.294], [-2.114, 5.188, 1.706], [-0.894, 6.156, 0.864], [-5.870, 1.586, 0.261], [-4.869, 2.596, -0.804], [-4.628, 2.663, 0.933]]
}



The least stable of them is run 1.